Formula: C49H44N8O2SSiSr
Source: the Open Molecules 2025 dataset
Level of theory: wB97M-V/def2-TZVPD

Properties
Kohn-Sham gap: 7.16 eV
total energy: -87099.014 eV
energy relative to the best compared isomer or geometry (same formula, charge and spin): 0.0 kJ/mol

ORCA input file:
```
! wB97M-V def2-TZVPD RIJCOSX def2/J DEFGRID3
* xyz 0 1
Sr -1.4836 -1.1628 0.5549
S -3.7515 0.6495 0.8910
Si -0.8789 -2.7167 3.7577
O -0.8307 -2.5747 2.1800
O 7.4632 8.1456 -3.8533
N 3.9755 3.2581 -1.5947
N -5.9121 0.6834 -0.5605
N -3.3089 -1.5313 -1.2533
N -4.3784 -0.7339 -1.4112
N -1.0972 -3.1499 -1.0307
N 2.3683 4.2606 -2.7459
N 0.9677 -0.3368 -0.1283
N -1.0021 0.8688 -1.5374
C 2.5455 0.1410 5.2744
C -0.5846 3.2223 -2.9643
C 6.4870 7.2676 -3.5243
C -1.8170 2.6221 -2.9423
C -3.7866 -0.8117 -6.3123
C 1.4778 0.5913 4.5087
C 5.1335 7.4650 -3.7723
C -4.8819 -0.8814 5.4100
C -4.6840 0.1052 -0.4476
C 3.6845 4.2836 -2.3600
C 1.5921 -2.0688 5.2612
C -4.8382 -1.4767 4.1582
C 0.0428 -5.0982 -1.7935
C 1.7975 3.1472 -2.1877
C -4.7802 -1.3083 -5.4800
C 5.9882 5.1399 -2.5199
C -1.5135 -3.9778 -3.2222
C 1.2771 0.7912 -0.7899
C -2.4782 -1.9708 4.4512
C 0.2157 1.4385 -1.5484
C 3.2086 -0.4611 0.6943
C -3.1730 -1.6139 -3.7125
C 2.5970 -1.1919 5.6528
C -2.5459 -1.3619 5.7059
C -0.2394 -4.1433 -0.8314
C 6.9054 6.0949 -2.8915
C -4.4797 -1.6995 -4.1847
C -2.7851 -2.0162 -2.3346
C 7.0801 9.3513 -4.4872
C -1.7502 -3.0593 -2.1959
C 2.8159 2.5426 -1.4777
C 0.4726 2.6336 -2.2559
C 0.4846 -5.1952 3.7516
C -3.7318 -0.8259 6.1859
C 4.2166 6.4963 -3.3917
C -0.7956 -4.5477 4.2866
C 1.8973 -0.9362 0.5941
C -1.9955 -5.2491 3.6358
C -0.8904 -4.7271 5.8041
C -2.1781 -1.1219 -4.5575
C 0.4824 -0.2947 4.1272
C 3.5494 0.6826 0.0163
C 0.5148 -1.6460 4.4855
C -3.6482 -2.0176 3.6924
C 2.5743 1.3387 -0.7477
C -0.6074 -5.0029 -3.0147
C 4.6235 5.3230 -2.7678
C -2.4834 -0.7164 -5.8470
C -1.9813 1.4426 -2.2080
H 6.5905 9.1589 -5.4454
H -3.7590 -0.3559 7.1617
H 0.7460 -5.8927 -1.5886
H -1.6501 -1.2969 6.3155
H 1.5842 -1.8196 1.1434
H 4.7790 8.3658 -4.2515
H -1.9834 -5.1160 2.5512
H -5.8067 -0.4540 5.7770
H 3.3264 0.8263 5.5793
H -0.0502 -4.2674 6.3290
H 1.3846 -4.7570 4.1878
H 3.1675 6.6910 -3.5797
H -1.1605 -1.0504 -4.1904
H 7.9993 9.9045 -4.6565
H 7.9622 5.9604 -2.7050
H -2.9436 0.9474 -2.1799
H 0.5460 -5.0746 2.6671
H -6.4324 0.5211 -1.4068
H -4.0279 -0.5017 -7.3208
H 0.4929 -6.2682 3.9745
H -0.4202 -5.7292 -3.7949
H 6.4146 9.9413 -3.8517
H -6.1105 1.4907 -0.0013
H -0.4292 4.1394 -3.5197
H -1.7023 -0.3287 -6.4886
H -5.7261 -1.5081 3.5391
H 1.4187 1.6330 4.2165
H -1.9714 -6.3232 3.8508
H -5.2547 -2.0674 -3.5278
H 1.6623 -3.1044 5.5713
H -2.6573 3.0422 -3.4766
H -0.3578 0.0786 3.5460
H -1.8092 -4.2810 6.1921
H -3.6265 -2.4847 2.7119
H 3.4215 -1.5520 6.2564
H -0.9013 -5.7920 6.0629
H -5.7979 -1.3859 -5.8406
H -2.0476 -3.8965 -4.1575
H -2.9394 -4.8527 4.0169
H 3.9243 -0.9878 1.3096
H 4.5467 1.0991 0.0621
H 6.3045 4.2301 -2.0293
H 0.2252 -4.1642 0.1491
H 1.9224 4.9240 -3.3530
*
```

These are the Löwdin partial charges, in e, on atoms 1 to 6: 1.254 0.484 0.404 -0.568 -0.074 0.189

---

Formula: C19H22N6ORhS2Se3Te
Source: the Open Molecules 2025 dataset
Level of theory: wB97M-V/def2-TZVPD

Properties
Kohn-Sham gap (spin up / spin down): 7.35 / 5.98 eV
total energy: -259054.666 eV

ORCA input file:
```
! wB97M-V def2-TZVPD RIJCOSX def2/J DEFGRID3
* xyz 1 5
Te -1.7971 -1.8890 -0.6384
Rh 0.4793 0.1650 -0.1988
Se -3.6978 -0.9469 0.5300
Se -0.4643 1.0974 -2.2406
Se -1.8163 -0.7226 -2.8656
S -2.8739 1.9346 5.4495
S 1.9065 -1.7735 -0.6075
O 3.1774 5.8185 2.4676
N 3.8695 -2.3806 -2.2041
N 1.1868 4.8942 3.0019
N -0.8136 6.0059 5.7382
N 2.3844 -0.7676 -3.0252
N -0.6198 0.7516 1.6674
N 2.0622 1.8436 0.1749
C 4.8022 -2.5515 -3.3102
C 4.0541 3.4852 1.2017
C -0.4067 0.1123 2.8190
C -1.0830 0.4266 3.9847
C -2.1023 3.5408 5.6053
C -1.5538 1.7099 1.6325
C 2.7997 -1.5990 -2.0887
C -0.8870 3.6700 6.2621
C -2.6870 4.6754 5.0609
C -1.9979 5.8768 5.1490
C -2.0195 1.4506 3.9609
C -0.2904 4.9215 6.3019
C 3.3487 1.6269 -0.1087
C 2.8579 -0.5580 -4.3866
C 4.3721 2.4219 0.3787
C 2.7199 3.7145 1.5157
C 1.7657 2.8714 0.9762
C -2.2713 2.0858 2.7491
C 2.3871 4.9066 2.3736
H 3.7488 0.0683 -4.4171
H 5.6934 -3.0247 -2.9058
H -3.0172 2.8633 2.6738
H -0.4146 2.8173 6.7280
H 4.0073 -2.9824 -1.4059
H 0.7120 3.0428 1.1560
H 0.6622 5.0543 6.8008
H 1.5440 -0.2486 -2.7689
H 3.5567 0.7859 -0.7568
H -2.4214 6.7783 4.7232
H -1.7246 2.1781 0.6705
H 2.0574 -0.0450 -4.9148
H 4.3912 -3.1918 -4.0905
H 4.8066 4.1512 1.5982
H -3.6544 4.6301 4.5831
H 0.3417 -0.6707 2.8075
H 0.6472 4.0535 3.1077
H 3.0453 -1.5032 -4.8923
H 5.0961 -1.5917 -3.7307
H 5.3956 2.2061 0.1121
H 0.9815 5.6642 3.6193
H -0.8670 -0.1043 4.9005
*
```

These are the Löwdin partial charges, in e, on atoms 1 to 6: 0.321 0.309 0.003 0.060 -0.106 1.012

---

Formula: C15H13FeN3O6
Source: the Open Molecules 2025 dataset
Level of theory: wB97M-V/def2-TZVPD

Properties
Kohn-Sham gap (spin up / spin down): 4.26 / 6.86 eV
total energy: -66898.981 eV

ORCA input file:
```
! wB97M-V def2-TZVPD RIJCOSX def2/J DEFGRID3
* xyz -2 5
Fe 0.6218 0.2179 -1.9591
O -1.0602 1.4928 6.5703
O -0.1356 -0.1664 -0.2736
O 0.7215 -2.8479 5.3353
O -1.6396 2.9140 4.9998
O -1.1133 1.8231 0.2743
O 0.9021 -3.3988 3.2165
N 0.5870 -2.5943 4.1186
N -1.1920 1.8078 5.3681
N 2.0497 0.9014 -1.9025
C -0.5512 0.2901 1.9973
C 0.1707 -2.2832 -2.1004
C -0.0713 -0.9759 2.3755
C -0.8101 0.8548 4.3610
C 0.7746 2.4354 -4.1412
C -0.9225 1.2001 2.9970
C -0.8069 -1.8000 -3.0204
C -0.0587 1.8008 -3.3109
C 1.2598 -1.0288 -3.7316
C -0.6308 0.7233 0.5500
C -0.3191 -0.4010 4.7415
C 0.0491 -1.3121 3.7432
C -1.2826 1.6189 -2.7635
C -0.1458 -1.0014 -4.0036
C 1.4603 -1.8147 -2.5316
H 2.0371 -0.5872 -4.3484
H -0.2263 -0.6622 5.7909
H -1.8727 -2.0263 -2.9968
H -1.2996 2.1784 2.7182
H -1.5731 2.1606 -1.8561
H -0.6191 -0.4863 -4.8385
H 2.8924 1.2035 -1.4062
H 0.4240 3.2003 -4.8405
H 1.8424 2.2096 -4.1339
H 2.4162 -2.0721 -2.0847
H 0.2179 -1.7003 1.6208
H -0.0138 -2.9429 -1.2548
H -2.0824 1.0689 -3.2796
*
```

These are the natural (NBO) partial charges, in e, on atoms 1 to 6: 1.073 -0.598 -0.816 -0.429 -0.580 -0.692

---

Formula: C19H24N2O6S
Source: the Open Molecules 2025 dataset
Level of theory: wB97M-V/def2-TZVPD

Properties
Kohn-Sham gap: 9.11 eV
structure (SMILES): COCCNC(=O)c1ccc(N(C)S(=O)(=O)c2ccc(OC)c(OC)c2)cc1
total energy: -46191.764 eV
energy relative to the best compared isomer or geometry (same formula, charge and spin): 149.9 kJ/mol

ORCA input file:
```
! wB97M-V def2-TZVPD RIJCOSX def2/J DEFGRID3
* xyz 0 1
S -0.5146 1.4250 2.9873
O -5.5561 1.0326 1.9448
O -0.9745 1.6663 4.3224
O 2.1558 -2.9359 -2.4280
O 0.5125 2.2671 2.4596
O -5.1616 0.9494 -0.6048
O 5.5689 0.2044 -3.2219
N 0.0096 -0.1864 2.9345
N 2.9933 -0.8588 -2.7009
C 3.7390 -1.1623 -3.8956
C -4.0463 1.0967 0.1475
C -1.6765 1.3524 0.5126
C 0.0231 -1.6368 0.9589
C 1.7489 -1.3514 -0.7045
C 0.6139 -2.0038 -0.2331
C 0.5706 -0.6068 1.7236
C -5.0320 0.9137 -2.0068
C -1.9033 1.3836 1.8677
C 1.7374 0.0162 1.2789
C 5.2425 -1.1087 -3.6253
C -0.8843 -1.0753 3.6394
C -3.1796 1.2710 2.3972
C 2.3230 -1.8068 -2.0031
C -5.8398 1.1118 3.3227
C 2.3118 -0.3444 0.0773
C -2.7562 1.2086 -0.3496
C -4.2655 1.1377 1.5494
C 6.9337 0.3716 -2.9407
H -0.6720 1.4500 0.1358
H 3.2275 0.1435 -0.2244
H 7.0658 1.4093 -2.6413
H -5.3809 0.2865 3.8760
H 2.1720 0.7944 1.8829
H -2.5757 1.1844 -1.4115
H -0.8656 -2.1511 1.2883
H 5.7982 -1.3790 -4.5357
H -4.4209 0.0664 -2.3331
H -4.6038 1.8432 -2.3945
H -1.8433 -1.2109 3.1260
H 5.5064 -1.8249 -2.8322
H 7.2560 -0.2889 -2.1259
H -3.2826 1.3115 3.4687
H 7.5499 0.1645 -3.8242
H 3.1763 0.0420 -2.2896
H -6.0445 0.7962 -2.3890
H -0.4001 -2.0419 3.7705
H 0.1988 -2.8032 -0.8284
H -5.5047 2.0628 3.7471
H 3.4883 -0.4363 -4.6742
H -1.0669 -0.6240 4.6121
H -6.9232 1.0408 3.4008
H 3.4514 -2.1664 -4.2136
*
```

These are the natural (NBO) partial charges, in e, on atoms 1 to 6: 2.328 -0.475 -0.939 -0.629 -0.927 -0.474

---

Formula: C62H36BrNO11
Source: the Open Molecules 2025 dataset
Level of theory: wB97M-V/def2-TZVPD

Properties
Kohn-Sham gap: 7.76 eV
structure (SMILES): [H]/N=C\CC1=C(Br)C(=O)OC1=O.O=C1c2ccccc2C(=O)c2ccccc21.O=C1c2ccccc2C(=O)c2ccccc21.O=C1c2ccccc2C(=O)c2ccccc21.O=C1c2ccccc2C(=O)c2ccccc21
total energy: -158929.539 eV

ORCA input file:
```
! wB97M-V def2-TZVPD RIJCOSX def2/J DEFGRID3
* xyz 0 1
Br 0.3954 -0.6700 -2.9754
O -6.2644 -3.3051 -1.2023
O -6.1753 1.8151 0.3088
O -0.5053 -1.9909 0.3923
O -2.0404 8.2827 -4.5976
O 8.4373 -2.7091 5.0289
O -1.3312 3.2036 -3.1118
O 4.1329 1.8262 -3.9008
O 4.6073 3.2402 -2.0172
O -0.6762 -5.9771 3.9404
O 5.2556 -1.2152 1.0097
O 3.1410 -0.0647 -5.2830
N 3.1349 2.6466 1.7296
C 6.6118 -1.4029 4.3391
C -5.1536 -1.2385 -1.3008
C 1.8293 1.8071 -0.4753
C -3.1299 0.4548 -2.2259
C -0.6460 -5.0451 3.1463
C 1.6781 -4.4721 3.8264
C -8.1617 0.1935 1.4198
C 0.5696 -4.2184 3.0081
C -4.1322 -5.1661 1.7145
C -2.9981 -5.4854 2.4626
C -0.5539 -2.8858 1.2283
C -1.8286 -4.7273 2.3201
C 2.4935 1.5150 -1.9763
C -4.1329 0.9542 -1.3938
C 7.1277 -3.2199 0.4747
C -4.3265 6.8206 -3.9286
C 5.9654 -1.5800 1.9399
C -0.5324 6.5088 -4.2938
C 1.7898 -2.4300 1.9257
C -5.1413 0.1032 -0.9226
C 5.4049 0.0689 5.8392
C 4.7920 -0.0427 3.5041
C -1.7920 -3.6686 1.4134
C 0.6215 -3.1904 2.0679
C -4.1031 -4.0918 0.8257
C -2.8536 4.9403 -3.5361
C 2.8946 -2.6886 2.7383
C -1.8817 7.1080 -4.2859
C 4.6001 0.4885 4.7803
C -8.2607 -2.4624 0.5645
C -5.2475 4.6908 -3.2531
C -5.4285 6.0287 -3.6025
C -9.1544 -0.6599 1.9042
C 2.8365 -3.7036 3.6929
C 3.1428 1.9516 0.5454
C -3.0373 6.2722 -3.9047
C 8.1131 -4.1855 0.2629
C -3.1301 -0.8918 -2.5886
C -2.9334 -3.3463 0.6693
C 3.1573 0.7396 -4.2050
C 1.8441 6.7192 -4.7108
C 8.8479 -3.9404 2.5525
C 7.6895 -2.3868 4.1139
C 0.5626 7.2724 -4.7162
C -3.9621 4.1462 -3.2147
C -1.4970 4.3602 -3.4791
C -6.2278 -2.1376 -0.8339
C 7.8482 -2.9838 2.7721
C 0.9462 4.6433 -3.8582
C -7.2530 -1.6122 0.0908
C 3.8274 2.2886 -2.5366
C 2.0366 5.4091 -4.2732
C -9.2092 -1.9839 1.4695
C -6.1774 0.6328 -0.0141
C 1.9991 0.5366 -3.0164
C 8.9783 -4.5383 1.2983
C -0.3431 5.1909 -3.8796
C 6.4133 -0.8722 5.6204
C 6.9990 -2.6133 1.7301
C 5.7938 -0.9977 3.2855
C -7.2129 -0.2819 0.5065
C -4.1424 -1.7385 -2.1316
H 8.2066 -4.6608 -0.7111
H -2.3455 1.1162 -2.5876
H 4.1567 0.2861 2.6833
H -4.1371 -2.7879 -2.4220
H -4.4760 7.8630 -4.2052
H 9.7522 -5.2841 1.1307
H 9.5233 -4.2247 3.3575
H -2.3430 -1.2833 -3.2294
H -2.9166 -2.5123 -0.0302
H 6.4592 -2.9458 -0.3397
H -3.8292 3.1015 -2.9378
H -4.9909 -3.8351 0.2520
H -8.3064 -3.4986 0.2339
H -8.1282 1.2273 1.7597
H 1.6421 -5.2648 4.5720
H 0.4205 8.2976 -5.0542
H 4.1587 1.4470 0.1800
H 3.7994 -2.0946 2.6292
H -6.1073 4.0709 -3.0082
H -9.9883 -2.6466 1.8399
H 7.0392 -1.1921 6.4519
H -4.1234 2.0056 -1.1110
H 5.2490 0.4758 6.8360
H 1.2498 0.8295 -0.1182
H 2.1608 3.0283 1.8470
H 1.1321 2.7466 -0.4557
H -5.0409 -5.7529 1.8297
H -6.4290 6.4552 -3.6255
H 1.8408 -1.6328 1.1859
H 2.6923 7.3119 -5.0463
H -3.0299 -6.3219 3.1585
H 1.1035 3.6196 -3.5232
H 3.0366 4.9810 -4.2604
H 3.6943 -3.8989 4.3329
H 3.8193 1.2269 4.9490
H -9.8861 -0.2905 2.6192
*
```

These are the Löwdin partial charges, in e, on atoms 1 to 6: 0.764 0.066 0.098 0.064 0.099 0.099

---

Formula: C27H43BrIN6O5S
Source: the Open Molecules 2025 dataset
Level of theory: wB97M-V/def2-TZVPD

Properties
Kohn-Sham gap: 7.84 eV
total energy: -136836.602 eV

ORCA input file:
```
! wB97M-V def2-TZVPD RIJCOSX def2/J DEFGRID3
* xyz 1 1
I 2.7980 -1.3454 1.1228
Br 3.5051 3.9411 -2.0387
S 0.1260 -3.7340 -5.6158
O -4.1337 0.5628 6.6606
O -1.5715 2.4303 -0.6225
O -3.3268 -0.1448 3.3568
O 2.7078 3.6488 0.5229
O -2.9811 2.5996 4.6792
N 1.0771 -1.5677 -2.7938
N 2.3105 0.5365 -1.3781
N 1.4710 -1.8059 -4.1581
N 4.8204 -3.5634 -0.8690
N -1.5771 -1.5874 -2.2440
N 5.3620 -0.2131 -3.0977
C -3.7515 -1.1052 -3.0996
C -0.5203 2.9954 -1.1846
C 0.8813 -2.6700 -4.7933
C -1.1052 -0.5282 -2.8960
C 2.8079 -4.9872 -0.7825
C 0.3465 2.0522 -2.0182
C -4.5583 1.8954 6.4340
C 0.0208 0.0657 -0.3433
C 3.6548 -3.8479 -1.2775
C -2.0689 1.5285 4.5625
C 2.0228 -1.9975 -1.7804
C -3.8881 -0.4171 2.0947
C 2.9073 3.0000 -0.4538
C 2.8133 1.4745 -0.3114
C -2.8693 -1.8600 -2.3463
C 3.0787 -2.9508 -2.3422
C 4.5628 0.9309 -2.6858
C -4.3324 2.3009 4.9975
C -2.2120 0.7201 3.2933
C 3.0265 0.7622 -2.7044
C -1.9033 0.2638 -3.6921
C -3.7175 0.3345 7.9886
C -3.2528 -0.0274 -3.7932
C 0.7548 0.6448 -1.5506
C -0.4592 2.9851 0.4177
C 0.3995 -0.2873 -2.7656
C 2.7403 -0.8621 -0.9818
H 1.1972 2.6684 -2.3031
H 4.7754 1.7324 -3.3891
H -0.9156 2.3673 1.1855
H -2.0967 0.8726 5.4353
H 2.1933 1.3431 0.5644
H 2.3593 -4.7213 0.1745
H 4.9728 1.2658 -1.7367
H 0.6859 0.2459 -3.6732
H -3.3337 -0.6824 8.0390
H -4.7492 1.5562 4.3164
H 2.5783 1.6043 -3.2127
H -3.8860 0.5938 -4.4079
H -4.5498 0.4335 8.6940
H -2.3020 1.3908 2.4272
H 4.9658 -0.7275 -3.8705
H -4.0185 2.5865 7.0917
H -2.9207 1.0288 8.2794
H 5.1331 -4.2252 -0.1589
H -0.2376 2.0055 -2.9340
H 1.4652 -2.5687 -1.0337
H -4.8675 3.2384 4.8356
H -1.4932 1.0904 -4.2539
H -4.7875 -1.0069 2.2577
H 3.8056 1.1420 -0.0181
H 3.9165 -2.4009 -2.7568
H 2.6334 -3.5775 -3.1068
H 0.4417 2.3319 0.3644
H -1.0444 0.2360 -0.4250
H -3.1969 -0.9928 1.4630
H 1.9942 -5.2077 -1.4696
H -1.0842 2.0030 4.5336
H -1.3064 0.1030 3.1623
H -4.1617 0.5080 1.5733
H -0.5952 3.9984 -1.6135
H 3.4065 -5.8847 -0.6587
H 0.3355 0.4859 0.6035
H -3.2299 -2.7246 -1.8074
H -5.6314 1.9739 6.6546
H 5.6202 -0.8388 -2.3485
H 0.1409 -1.0121 -0.2849
H 3.7940 -0.9538 -1.2135
H 2.8264 -0.0947 -3.3397
H -4.7988 -1.3568 -3.1493
*
```

These are the Löwdin partial charges, in e, on atoms 1 to 6: 1.108 0.890 0.841 -0.198 -0.052 -0.184

---

Formula: C3H7NO
Source: the Open Molecules 2025 dataset
Level of theory: wB97M-V/def2-TZVPD

Properties
Kohn-Sham gap (spin up / spin down): 2.85 / 7.35 eV
total energy: -6759.675 eV
energy relative to the best compared isomer or geometry (same formula, charge and spin): 112.4 kJ/mol

ORCA input file:
```
! wB97M-V def2-TZVPD RIJCOSX def2/J DEFGRID3
* xyz -1 2
O 1.7890 1.6272 1.6342
N -0.2030 0.7800 0.6252
C -0.6404 0.0272 -0.6096
C 1.0450 1.5445 0.6012
C -0.4095 -1.4709 -0.4248
H -0.0497 0.3535 -1.4091
H -1.6981 0.2284 -0.8129
H 0.5140 -1.6389 0.2137
H -0.2258 0.5411 1.6183
H -0.3466 -2.0049 -1.3676
H 1.3916 2.0374 -0.2674
H -1.1665 -2.0247 0.1987
*
```

These are the natural (NBO) partial charges, in e, on atoms 1 to 6: -0.841 -0.747 -0.249 0.118 -0.636 0.177

---

Formula: C4H10O
Source: the Open Molecules 2025 dataset
Level of theory: wB97M-V/def2-TZVPD

Properties
Kohn-Sham gap: 7.53 eV
total energy: -6352.046 eV
energy relative to the best compared isomer or geometry (same formula, charge and spin): 555.5 kJ/mol

ORCA input file:
```
! wB97M-V def2-TZVPD RIJCOSX def2/J DEFGRID3
* xyz 0 1
O 1.1555 0.0402 0.1860
C 1.2656 1.5503 0.9534
C -0.1284 0.8132 -0.3138
C -1.0617 -1.4718 -0.9816
C -1.2660 -0.1649 -0.2113
H -0.1349 -1.9594 -0.6597
H 1.8178 -0.0598 -0.5198
H 0.0986 1.0298 -1.3702
H 1.2197 2.5096 0.4531
H 0.6074 1.5279 1.8107
H -2.1522 0.3645 -0.5866
H -0.9872 -1.2846 -2.0586
H 2.3084 1.3475 1.2641
H -1.4760 -0.3921 0.8429
H -1.8806 -2.1798 -0.8172
*
```

These are the natural (NBO) partial charges, in e, on atoms 1 to 6: -0.654 -0.280 -0.185 -0.617 -0.461 0.200

---

- Number 3 is which compound?
  C15H13FeN3O6